# C21H14Co2O9

C21H14Co2O9 as an isolated structure in a non-equilibrium geometry (wB97M-V/def2-TZVPD, the OMol25 dataset).

```
46
Properties=species:S:1:pos:R:3:forces:R:3:mulliken_charge:R:1
C -0.82815 0.90194 -3.71813 -0.2 0.8 0.2 -1.6407
C -0.78892 -0.54957 -3.51456 -0.1 -2.9 -0.5 1.0392
C -1.96823 -1.34121 -3.75570 2.3 0.6 0.2 0.6779
O -3.03285 -0.87438 -4.16482 -1.2 0.0 -0.2 -0.8439
C -1.80567 -2.84708 -3.48316 -0.4 0.4 0.3 -0.5925
C -0.46331 -3.29851 -3.96789 0.9 0.8 0.4 -0.5376
O 0.61956 -2.52602 -3.34803 -0.2 -1.6 -0.2 -0.3627
C 0.47091 -1.19411 -3.14797 -1.6 2.2 -0.2 0.1505
O 1.40626 -0.55527 -2.66434 0.4 -1.0 -0.7 -0.7182
H 0.19141 1.28886 -3.82410 -0.2 0.1 0.0 0.2944
H -1.42870 1.13837 -4.60964 0.1 0.1 0.2 0.4141
H -1.30456 1.40378 -2.85721 0.1 0.2 -0.3 0.0335
H -1.90757 -3.01734 -2.40157 0.0 0.0 -0.2 0.1290
H -2.59830 -3.38939 -3.99854 -0.1 0.0 -0.1 0.3863
H -0.24771 -4.33559 -3.69685 0.1 0.1 -0.1 0.3224
H -0.39674 -3.17965 -5.05859 0.1 0.0 0.1 0.2777
O 3.14850 -0.33478 -0.09678 -1.0 0.3 0.0 -0.4683
C 2.07106 0.07751 -0.06713 0.9 -0.3 0.5 -0.0783
Co 0.48087 0.76724 0.00697 -0.1 0.6 0.2 0.7447
C 0.98382 2.01756 -1.12798 0.7 0.7 -1.0 -0.2043
O 1.47571 2.80063 -1.81955 -0.3 -0.4 0.4 -0.4761
C -0.54826 -0.60358 -0.38605 -0.8 -1.8 -0.9 -0.2153
O -1.12927 -1.58750 -0.59033 0.6 1.0 0.5 -0.5185
C 0.36634 1.07377 1.92807 2.9 -0.6 0.6 1.8378
C 0.77556 0.01379 2.85391 -0.6 0.0 0.8 0.8036
C 0.63938 -1.35617 2.53681 0.2 0.0 0.3 0.1020
C 1.13093 -2.33694 3.39644 -0.1 0.3 0.0 -0.9276
C 1.74602 -1.97889 4.59924 0.0 0.1 0.1 -0.3725
C 1.82335 -0.63108 4.96247 -0.2 0.0 -0.3 -0.6910
C 1.32552 0.35512 4.10875 0.1 -0.4 -0.1 -0.6255
C 0.56995 2.48247 2.09267 3.8 -1.3 1.2 -0.4640
C 1.55838 3.31676 2.43074 -0.6 0.4 0.2 -0.9059
Co -1.00046 2.11688 1.41728 -5.0 1.7 -1.9 0.0457
C -2.27288 1.04039 0.74947 -2.0 -0.6 -0.1 0.4278
O -3.23514 0.50222 0.40176 1.6 0.6 0.4 -0.4071
C -1.97741 2.96807 2.61878 -0.6 0.2 0.7 -0.0256
O -2.64548 3.56060 3.35214 0.7 -0.5 -0.6 -0.4564
C -0.98575 3.32011 0.09783 -1.0 1.4 -1.2 0.0877
O -1.15173 4.15690 -0.68388 0.6 -1.2 1.1 -0.4085
H 0.16628 -1.64443 1.59659 0.3 0.1 0.4 0.2812
H 1.03889 -3.38694 3.11773 0.0 0.2 0.1 0.3670
H 2.15515 -2.74883 5.25459 -0.1 0.2 -0.1 0.3385
H 2.27681 -0.33534 5.90785 -0.1 -0.1 -0.1 0.3415
H 1.37198 1.40924 4.39006 0.0 -0.3 -0.1 0.3314
H 1.41651 4.39600 2.33304 0.2 -0.1 0.2 0.2074
H 2.50791 2.94442 2.82964 -0.2 0.1 -0.3 0.2992
```
Forces are in eV/Å.

Values from the calculation:
Charge ... -2
ΔE to the lowest compared entry with this formula, charge and spin ... 0.0 kJ/mol
Largest force on an atom ... 5.64 eV/A
Frontier orbital gap ... 5.69 eV
Spin multiplicity ... 1
M ... 528.2 g/mol